No. 1
Density functional theory data (wB97M-V/def2-TZVPD) for one molecule with the formula C3H8N2S in a non-equilibrium geometry.

Structure (XYZ):
```
14
Properties=species:S:1:pos:R:3:forces:R:3:lowdin_charge:R:1
C -2.484 -0.286 0.046 -0.5 -0.6 1.4 -0.4517
C 0.145 0.846 0.249 0.0 -1.5 0.7 -0.4745
C 1.465 0.950 -0.413 1.0 0.4 -0.6 -0.2870
H -3.091 -1.111 -0.384 0.5 0.4 0.4 0.0442
H -2.387 -0.404 1.155 -0.3 -0.1 -0.9 0.0522
H -3.011 0.629 -0.145 -0.2 0.6 -0.2 0.0196
H 0.350 0.460 1.278 -0.4 0.2 -0.6 0.0991
H -0.372 1.762 0.294 -0.4 1.2 0.1 0.0529
H 1.777 1.898 -0.919 -0.4 -0.9 0.6 0.1133
H 2.860 -1.771 -0.111 0.9 -1.4 -0.4 0.0634
H 1.169 -1.489 -0.044 -0.1 -0.8 0.2 0.0235
N 2.346 0.022 -0.411 0.7 1.7 -0.9 -0.0778
N 2.117 -1.184 0.108 -1.5 1.1 1.0 0.0169
S -0.885 -0.322 -0.702 0.7 -0.3 -0.9 0.8060
```
Forces are in eV/Å.

Computed properties:
LUMO ... 0.92 eV
Calculated total energy ... -626.74781 hartree
HOMO ... -8.622 eV
2S+1 ... 1
Kohn-Sham gap ... 9.546 eV
SMILES ... CSC/C=N\N


No. 2
Density functional theory data (wB97M-V/def2-TZVPD) for one molecule with the formula C8H12 in a non-equilibrium geometry.

Structure (XYZ):
```
20
Properties=species:S:1:pos:R:3:forces:R:3:lowdin_charge:R:1
C -1.624 -1.615 0.974 -1.9 -0.4 1.2 -0.1154
C -0.821 -0.354 1.117 1.0 1.0 -1.7 -0.2349
C -1.195 0.684 0.012 -3.8 -2.0 4.4 -0.3760
C -2.554 1.055 0.083 4.0 1.6 -1.7 0.0892
C 1.253 0.276 -1.166 -6.9 2.6 0.5 -0.0233
C -0.260 1.023 -0.900 6.6 -1.2 -3.1 0.0278
C 3.363 -0.574 -0.338 1.0 0.1 1.3 0.0143
C 2.165 0.028 -0.171 0.8 -0.2 2.2 -0.3002
H -1.343 -2.400 1.715 -0.1 0.5 -0.5 0.0789
H -2.736 -1.386 1.160 1.5 -0.5 -0.3 0.0864
H -1.554 -2.018 -0.030 0.1 -0.1 -0.1 0.0751
H 0.253 -0.533 0.926 -0.7 -0.3 0.7 0.0659
H -0.979 0.193 2.041 0.2 -0.4 0.4 0.1115
H -2.686 1.992 -0.454 -1.1 -0.3 -0.2 0.0568
H -3.266 0.658 0.756 -0.4 -0.3 0.5 0.0417
H 1.231 -0.299 -2.071 0.6 0.7 -1.0 0.0819
H -0.491 1.774 -1.645 -0.2 -0.5 -0.6 0.0813
H 4.036 -0.843 0.537 -1.0 0.6 -1.2 0.0750
H 3.810 -0.669 -1.315 -0.2 -0.5 -0.2 0.0490
H 1.882 0.415 0.833 0.4 -0.5 -0.6 0.1151
```
Forces are in eV/Å.

Computed properties:
LUMO ... -1.46 eV
Calculated total energy ... -311.81559 hartree
HOMO ... -6.750 eV
2S+1 ... 1
Kohn-Sham gap ... 5.291 eV
SMILES ... C=C/C=C\C(=C)CC


No. 3
Density functional theory data (wB97M-V/def2-TZVPD) for C33H42HgIN6O2P2S as an isolated structure in a non-equilibrium geometry.

Structure (XYZ):
```
88
Properties=species:S:1:pos:R:3:forces:R:3:lowdin_charge:R:1
Hg 0.560 0.431 0.264 -0.2 -0.2 0.3 0.7265
C 1.212 -4.263 -1.856 0.1 0.0 0.2 -0.0177
C 1.600 -3.148 -0.925 -0.3 1.0 -1.2 -0.2624
N 1.694 -1.924 -1.324 0.3 -0.2 0.8 0.0439
N 1.515 -1.627 -2.621 -0.4 -0.4 -0.8 -0.0301
C 1.610 -0.367 -3.115 0.2 0.6 0.4 -0.8857
N 1.351 -0.262 -4.449 0.0 -0.4 0.0 0.0735
S 1.982 1.003 -2.234 0.1 -0.3 -0.2 0.5530
C 1.957 -3.385 0.474 0.3 0.1 1.3 -0.2380
C 1.795 -4.622 1.105 -0.2 0.2 -0.5 -0.0190
C 2.205 -4.778 2.414 0.1 0.2 0.3 -0.0599
C 2.794 -3.708 3.066 -0.2 -0.3 0.0 -0.0490
C 2.901 -2.510 2.379 -0.2 0.2 -0.2 -0.1231
N 2.479 -2.335 1.136 0.1 -0.3 -0.2 0.1138
H 0.343 -3.990 -2.461 0.0 0.0 0.0 0.0812
H 2.045 -4.488 -2.527 0.0 -0.1 0.0 0.0972
H 0.966 -5.165 -1.309 0.0 -0.1 -0.1 0.0639
H 1.259 -2.361 -3.274 0.0 0.1 0.1 0.1280
H 1.488 -1.069 -5.039 -0.1 0.0 0.0 0.0995
H 1.587 0.626 -4.859 0.0 0.0 0.0 0.0835
H 1.334 -5.453 0.591 0.0 0.0 0.0 0.0966
H 2.061 -5.722 2.921 0.0 0.0 0.0 0.1092
H 3.142 -3.792 4.084 0.0 0.0 0.0 0.1058
H 3.344 -1.643 2.856 -0.1 0.1 0.0 0.1127
C -1.589 2.214 3.626 0.1 -0.2 -0.2 -0.2169
P -0.834 2.130 1.960 0.1 0.9 -0.4 0.9731
C -2.166 3.072 1.045 -0.3 0.3 0.6 -0.3637
N -2.853 3.933 1.769 0.0 0.0 -0.1 0.1239
C -3.952 4.516 1.238 -0.1 -0.1 -0.5 -0.2017
C -4.718 5.424 1.998 -0.2 0.2 0.1 -0.0094
C -5.842 5.988 1.459 0.2 -0.1 0.2 -0.0754
C -6.247 5.671 0.147 0.0 -0.1 -0.3 -0.0768
C -5.509 4.813 -0.622 -0.2 0.2 0.0 -0.0146
C -4.346 4.220 -0.091 0.2 0.1 0.4 -0.2055
N -3.617 3.360 -0.839 0.0 0.0 0.1 0.1231
C -2.574 2.778 -0.291 -0.3 0.1 -0.4 -0.3950
P -1.732 1.543 -1.375 0.0 -0.2 -0.2 0.9532
C -1.688 2.495 -2.943 0.0 -0.1 0.2 -0.2663
C -3.096 0.279 -1.696 0.1 0.1 0.1 -0.7196
C -4.215 0.765 -2.615 0.1 -0.1 0.1 -0.0976
C -3.675 -0.129 -0.339 0.1 0.1 0.0 -0.0908
C -2.366 -0.914 -2.323 0.1 0.1 0.1 -0.1226
C 0.533 3.435 2.047 -0.2 0.1 0.1 -0.7137
C 1.782 2.731 2.581 -0.1 -0.1 0.0 -0.1106
C 0.775 3.960 0.632 -0.1 -0.1 0.0 -0.1114
C 0.161 4.597 2.968 0.1 0.0 -0.1 -0.1002
H -1.896 3.227 3.861 -0.1 0.0 0.0 0.0296
H -0.876 1.826 4.350 0.0 0.0 0.0 0.0435
H -2.459 1.555 3.623 0.0 0.0 0.1 0.0611
H -4.399 5.650 3.006 0.0 0.0 0.0 0.1147
H -6.432 6.683 2.041 0.0 0.0 0.0 0.1044
H -7.150 6.113 -0.249 0.0 0.0 0.0 0.1037
H -5.792 4.570 -1.638 0.0 0.0 0.0 0.1126
H -2.655 2.957 -3.136 0.0 0.0 -0.1 0.0295
H -1.412 1.815 -3.749 0.0 0.0 -0.1 0.0319
H -0.919 3.263 -2.854 0.0 0.0 -0.1 0.0358
H -4.635 1.698 -2.244 -0.1 0.0 -0.1 0.0575
H -5.008 0.014 -2.635 0.0 0.0 -0.1 0.0869
H -3.860 0.915 -3.634 0.0 0.0 0.0 0.0739
H -4.361 0.633 0.034 0.0 0.0 0.0 0.0821
H -2.881 -0.264 0.401 0.0 -0.1 0.1 0.0556
H -4.232 -1.064 -0.429 0.0 0.0 0.0 0.0880
H -1.895 -0.633 -3.269 0.0 0.0 -0.1 0.0668
H -3.058 -1.736 -2.518 -0.1 0.0 0.0 0.0855
H -1.584 -1.268 -1.645 0.0 -0.1 0.0 0.0497
H 2.138 1.981 1.867 0.1 0.0 0.1 0.0361
H 1.563 2.221 3.521 0.1 0.0 0.0 0.0824
H 2.586 3.452 2.747 0.0 0.1 0.0 0.0861
H 0.872 3.138 -0.086 0.0 0.1 0.0 0.0177
H 1.699 4.541 0.596 0.0 0.0 0.0 0.0892
H -0.049 4.598 0.307 0.0 0.0 0.0 0.0782
H 0.140 4.281 4.010 0.0 0.0 0.0 0.0787
H -0.811 5.012 2.703 0.0 0.1 0.1 0.0627
H 0.912 5.384 2.869 0.0 0.0 0.0 0.0852
I -4.887 -5.354 2.369 0.2 0.2 0.1 0.8030
C -3.484 -3.848 2.834 -0.3 -0.3 -0.1 -0.7249
C -2.778 -3.245 1.806 0.0 0.0 0.0 -0.1647
C -1.870 -2.246 2.115 0.0 0.0 0.0 -0.0473
C -1.663 -1.852 3.431 0.0 0.1 0.1 -0.1231
C -2.378 -2.475 4.446 0.0 -0.1 0.0 -0.0150
C -3.295 -3.475 4.154 0.0 0.0 0.1 -0.1505
C -0.716 -0.709 3.759 0.3 0.2 -0.2 -0.6395
O -0.395 -0.506 4.930 -0.1 -0.1 0.0 0.0153
O -0.362 -0.010 2.742 0.3 -1.0 0.5 -0.3351
H -2.936 -3.540 0.777 0.0 0.0 0.0 0.0852
H -1.313 -1.755 1.326 0.0 0.0 0.0 0.0742
H -2.215 -2.160 5.468 0.1 0.0 0.0 0.1179
H -3.855 -3.949 4.947 0.0 0.0 0.0 0.0901
```
Forces are in eV/Å.

Computed properties:
LUMO (spin up / spin down) ... -0.46 / -0.85 eV
Calculated total energy ... -3293.68838 hartree
HOMO (spin up / spin down) ... -6.001 / -7.308 eV
2S+1 ... 2
Kohn-Sham gap (spin up / spin down) ... 5.543 / 6.459 eV


No. 4
Density functional theory data (wB97M-V/def2-TZVPD) for a 3-piece molecular cluster, C24H19BrN2O6S overall in a non-equilibrium geometry.

Structure (XYZ):
```
53
Properties=species:S:1:pos:R:3:forces:R:3:lowdin_charge:R:1
N 2.848 1.214 -0.993 -0.5 -0.4 -0.5 0.1390
C 1.568 1.154 -1.555 0.0 -0.5 0.5 -0.2294
C 1.045 0.045 -2.090 -0.1 0.1 0.0 0.0557
C -0.320 0.068 -2.658 0.8 0.6 0.1 -0.3374
O -0.637 -0.608 -3.611 -0.5 -0.8 0.0 0.1113
C -1.251 0.999 -1.968 -0.2 -0.2 -0.2 -0.0201
C -2.604 0.686 -1.843 -0.1 0.2 0.0 -0.2571
O -3.144 -0.428 -2.357 -0.1 -0.1 0.3 0.0653
C -3.447 1.561 -1.130 0.5 -0.2 0.4 -0.4329
S -5.152 1.123 -0.965 -0.5 0.1 -0.3 0.8757
C -2.920 2.733 -0.590 0.0 0.3 0.1 -0.1381
C -3.786 3.721 0.165 -0.3 -0.4 -0.4 -0.1280
C -4.873 4.263 -0.742 -0.2 -0.2 0.5 -0.8370
O -4.692 4.659 -1.828 0.1 0.3 -0.9 0.0756
Br -6.681 4.378 0.027 0.2 0.1 0.2 0.6579
C -1.556 3.032 -0.731 -0.4 0.3 -0.2 -0.1857
O -1.063 4.181 -0.140 0.4 -1.0 0.2 -0.0589
N -0.590 5.227 -1.068 -0.4 0.9 -0.3 0.0523
O -1.256 5.330 -2.001 0.4 -0.3 0.0 0.1252
C -0.723 2.165 -1.419 -0.3 0.0 0.2 -0.0095
C 0.738 2.397 -1.584 0.0 -0.2 0.1 -0.2599
O 1.231 3.476 -1.767 0.2 0.5 0.2 0.1592
H 2.802 1.384 0.005 0.2 0.3 0.0 0.0858
H 3.258 0.302 -1.152 0.4 0.1 0.3 0.0931
H 1.584 -0.892 -2.077 0.1 -0.1 -0.3 0.1242
H -2.457 -1.025 -2.684 0.1 0.2 -0.4 0.1016
H -5.199 0.681 0.302 0.4 0.1 0.0 -0.0954
H -3.191 4.594 0.406 0.1 0.1 0.3 0.1250
H -4.217 3.284 1.056 0.0 0.0 0.2 0.1072
C 0.970 -5.731 -0.378 0.0 0.0 0.0 -0.0930
C 0.680 -5.247 -1.646 0.0 0.0 0.0 -0.0908
C 0.122 -3.985 -1.798 0.0 0.0 0.0 -0.0904
C -0.135 -3.204 -0.679 0.0 0.0 0.0 -0.1016
C 0.156 -3.686 0.590 0.0 0.1 0.0 -0.0988
C 0.706 -4.952 0.740 0.0 0.0 0.0 -0.0957
H 1.401 -6.716 -0.261 0.0 0.0 0.0 0.1014
H 0.887 -5.854 -2.518 0.0 0.0 0.0 0.1023
H -0.111 -3.609 -2.786 0.0 0.0 0.0 0.1011
H -0.562 -2.215 -0.797 0.0 0.0 0.0 0.0883
H -0.044 -3.075 1.462 0.0 0.0 0.0 0.1006
H 0.929 -5.330 1.730 0.0 0.0 0.0 0.1013
C 2.542 0.481 2.844 0.0 0.0 -0.1 -0.1061
C 2.631 -0.778 2.263 0.0 0.0 -0.1 -0.1070
C 3.400 -1.766 2.862 0.0 0.0 0.0 -0.0926
C 4.073 -1.497 4.046 0.0 0.0 0.0 -0.0911
C 3.981 -0.240 4.627 0.0 0.0 0.0 -0.0916
C 3.219 0.751 4.025 0.0 0.0 0.0 -0.0920
H 1.942 1.254 2.377 0.0 0.0 0.0 0.0955
H 2.100 -0.991 1.342 0.0 0.0 0.0 0.0880
H 3.473 -2.745 2.405 0.0 0.0 0.0 0.1006
H 4.670 -2.269 4.515 0.0 0.0 0.0 0.1020
H 4.505 -0.032 5.551 0.0 0.0 0.0 0.1022
H 3.151 1.732 4.476 0.0 0.0 0.0 0.1028
```
Forces are in eV/Å.

Computed properties:
LUMO ... -1.35 eV
Calculated total energy ... -4459.00586 hartree
HOMO ... -9.290 eV
2S+1 ... 1
Kohn-Sham gap ... 7.940 eV
SMILES ... NC1=CC(=O)c2c(O)c(S)c(CC(=O)Br)c(ON=O)c2C1=O.c1ccccc1.c1ccccc1


No. 5
Density functional theory data (wB97M-V/def2-TZVPD) for C6H12KO6 as an isolated structure in a non-equilibrium geometry.

Structure (XYZ):
```
25
Properties=species:S:1:pos:R:3:forces:R:3:lowdin_charge:R:1
K -0.677 -0.197 0.228 -2.3 -0.6 -2.7 1.1530
C 0.362 -3.006 -1.905 1.2 -1.4 0.1 -0.0190
O 0.365 -1.974 -2.870 -0.6 1.3 0.4 0.0483
C -0.514 -1.009 -2.667 -1.6 1.5 -1.4 -0.5159
O -1.151 -0.773 -1.632 0.0 -2.2 -6.5 -0.1876
O -0.638 -0.294 -3.817 1.3 -2.3 0.7 0.0198
C -1.477 0.808 -3.944 -0.6 1.6 1.3 -0.0423
H -0.428 -3.708 -2.172 0.0 0.0 0.5 0.1205
H 0.414 -2.735 -0.850 -0.7 0.6 -0.1 0.0881
H 1.335 -3.482 -2.025 -0.2 -0.3 -0.4 0.1100
H -1.136 1.443 -4.761 0.0 -0.5 -0.1 0.1098
H -1.368 1.404 -3.037 -0.1 0.3 0.1 0.0898
H -2.541 0.585 -4.024 0.2 -0.4 -0.3 0.1094
C 0.760 -0.579 4.508 -0.3 -2.3 -1.5 -0.0097
O 1.121 0.598 3.849 0.9 2.6 0.3 0.0483
C 0.678 0.924 2.669 -0.1 2.2 1.0 -0.5049
O -0.031 0.239 1.954 3.3 2.4 7.4 -0.2203
O 1.040 2.236 2.417 0.7 -2.1 1.5 0.0199
C 0.565 2.942 1.311 -1.2 -0.4 -1.3 -0.0428
H 0.917 -1.299 3.705 -0.3 -0.9 0.5 0.0964
H -0.290 -0.636 4.795 0.1 0.5 0.1 0.1134
H 1.437 -0.861 5.315 0.0 0.8 -0.1 0.1142
H 0.610 2.315 0.420 -0.1 -0.1 -0.2 0.0771
H 1.125 3.839 1.047 0.4 -0.2 0.8 0.1132
H -0.474 3.220 1.487 -0.1 0.1 -0.1 0.1114
```
Forces are in eV/Å.

Computed properties:
LUMO ... -3.09 eV
Net charge ... +1
Calculated total energy ... -1286.90101 hartree
HOMO ... -14.621 eV
2S+1 ... 1
Kohn-Sham gap ... 11.536 eV